# 1
Density functional theory data (ωB97M-V/def2-TZVPD) for a 4-piece molecular cluster, C5H20N2O3 overall.

CARTESIAN COORDINATES (ANGSTROEM)
H  1.98737  -2.06097  2.48677
H  -2.44215  1.65102  -1.82320
N  0.86684  0.48362  0.41353
H  -0.32024  -1.41613  -1.56819
H  -0.60645  -2.16838  0.36094
H  -2.72151  -0.42494  1.24747
H  -1.80274  -0.60012  -1.45663
H  2.44082  -0.58634  2.75043
H  0.07975  -1.39311  1.72019
H  0.11395  2.34033  0.44694
C  -0.72815  -0.43676  -1.36833
H  2.22881  2.94550  -1.25484
C  -0.47658  -0.01707  0.09319
O  -2.62269  1.73954  -0.88096
H  -2.07209  -1.06832  2.67725
H  -0.37076  0.29764  -2.09380
H  -3.57802  1.87606  -0.85671
C  -2.12849  -1.26897  1.60196
C  1.06348  1.91401  0.12556
H  -1.19961  0.74309  0.34817
H  1.79542  2.27043  0.85756
H  -2.64651  -2.21798  1.48984
O  2.41285  -1.45860  -1.66448
C  -0.71029  -1.27411  0.98721
H  2.74659  -0.63697  -2.05480
N  1.54322  2.21937  -1.18684
H  0.91970  2.11589  -1.97437
O  2.70833  -1.51006  2.79716
H  1.62756  -0.08993  0.06938
H  1.89160  -1.96773  -2.29042

Energy relative to the best compared isomer or geometry (same formula, charge and spin) in eV: 1.000
Kohn-Sham gap in eV: 8.7
HOMO in eV: -8.20
Lowest unoccupied orbital energy in hartree: 0.0174
Calculated total energy in eV: -14631.364
Total charge: 0

# 2
Density functional theory data (ωB97M-V/def2-TZVPD) for a 4-piece molecular cluster, C5H20N2O4 overall.

CARTESIAN COORDINATES (ANGSTROEM)
H  -0.76748  -0.64763  -0.69283
H  0.84089  -1.10712  2.59379
H  -0.26438  2.35571  -2.66608
H  0.70992  1.59040  1.53909
C  1.52972  -1.36047  -1.08310
N  1.23669  -0.21078  2.37793
H  -2.55207  1.59134  -1.68836
H  2.41622  2.88829  -1.49750
H  0.96749  -1.21222  -1.99642
C  0.63299  -2.24325  -0.22064
H  1.53126  1.59870  -1.21626
H  -3.12770  0.33160  -1.03287
H  1.69294  -0.15389  0.48169
H  2.52886  -1.72964  -1.28290
H  -0.04475  1.37148  3.07861
H  0.53526  -3.22364  -0.67274
O  -3.12291  1.29009  -0.96079
H  -1.25849  0.86734  0.63491
C  -0.73643  -1.54793  -0.08499
H  -1.88375  -1.55380  1.62876
H  -0.77409  0.95577  -2.92438
O  -1.06650  1.81338  -2.59593
C  -1.04569  0.28282  1.52983
H  -1.88043  0.52191  2.19065
H  -1.54731  -2.16687  -0.47508
H  1.04439  -2.36827  0.77612
O  1.58109  -0.05897  -0.48264
H  1.93410  0.08086  3.04697
O  1.65570  2.37906  -1.78338
C  0.24851  0.83030  2.17637
N  -1.01405  -1.16458  1.30213

Energy relative to the best compared isomer or geometry (same formula, charge and spin) in eV: 0.627
Kohn-Sham gap in eV: 9.8
HOMO in eV: -9.09
Lowest unoccupied orbital energy in hartree: 0.0274
Calculated total energy in eV: -16679.332
Total charge: 0

# 3
Density functional theory data (ωB97M-V/def2-TZVPD) for a 5-piece molecular cluster, C5H20N2O5 overall.

CARTESIAN COORDINATES (ANGSTROEM)
H  -3.18736  -2.50186  -0.70369
O  2.68176  -0.94613  2.89670
O  -0.67648  -1.15284  -2.27876
C  -0.55607  0.78247  0.67077
O  0.63652  1.68131  -2.01753
H  2.97913  1.53186  0.80524
H  -0.54999  0.93451  -0.40077
O  2.67356  0.87170  0.15686
H  -0.06315  -0.57133  2.24873
N  -1.22410  1.71280  1.32925
H  -1.69625  -2.51762  1.36105
H  0.19967  2.47760  -1.70490
H  -0.36196  -0.23425  -2.02042
C  0.06305  -1.58331  0.51295
H  -1.84947  -2.59462  -2.55014
H  2.75019  -1.78393  3.25164
H  0.83048  -2.26572  0.93275
H  0.81040  3.68743  0.46761
H  -0.98068  -3.49725  -0.01259
O  0.36622  3.80098  -0.35917
H  -1.37723  1.59674  2.34646
C  -1.91858  -1.57186  -2.02528
H  1.73163  0.78691  0.42747
H  -0.63792  3.58753  -0.02255
H  0.51261  -1.36366  -0.50048
H  -2.68144  -0.81147  -0.21000
C  -2.25972  -1.76966  -0.59050
N  0.06523  -0.34583  1.23105
C  -1.26138  -2.49418  0.31781
H  2.96974  -1.01876  1.97480
H  1.60402  1.67716  -1.55104
H  -2.74680  -0.90891  -2.56046

Energy relative to the best compared isomer or geometry (same formula, charge and spin) in eV: 3.418
Kohn-Sham gap in eV: 9.7
HOMO in eV: -9.34
Lowest unoccupied orbital energy in hartree: 0.0150
Calculated total energy in eV: -18725.156
Total charge: 0

# 4
Density functional theory data (ωB97M-V/def2-TZVPD) for a 4-piece molecular cluster, C5H20N3O3 overall.

CARTESIAN COORDINATES (ANGSTROEM)
H  -1.28552  -1.32059  -1.02524
O  1.33200  -1.11740  -2.42721
H  1.00165  2.75011  2.08245
H  0.09750  -1.27871  0.81381
N  0.82163  1.75548  2.15880
C  -1.80633  -0.49308  0.89104
H  0.26604  1.70869  3.00368
H  2.53228  1.51210  -1.06625
H  -2.02536  1.53500  0.47107
H  -3.01264  -1.39504  -0.73215
H  0.62459  -1.76629  -2.43682
N  2.13201  1.27304  -0.17966
C  -2.11938  -0.80875  -0.55393
H  -1.71952  1.17827  2.18798
O  0.30055  1.94933  -3.39001
H  -0.08441  1.79331  -2.51320
H  -0.92112  -2.29295  1.75791
C  -1.38533  1.01612  1.16628
H  1.62114  -3.15457  0.12673
H  -2.70048  -0.63167  1.47265
H  1.98423  -1.37950  -1.76927
C  0.80468  0.98656  -0.06885
H  -0.46350  -0.87857  2.32891
H  -0.01948  1.15959  -3.84527
H  2.42641  -1.91386  0.40721
C  0.08460  1.25689  1.02339
H  2.62952  1.47298  0.66841
H  -2.25066  0.06454  -1.18309
N  -0.70342  -1.34916  1.45240
H  0.28763  0.55808  -0.91538
O  1.55072  -2.18995  0.09360

Energy relative to the best compared isomer or geometry (same formula, charge and spin) in eV: 2.659
Kohn-Sham gap in eV: 7.8
HOMO in eV: -11.12
Lowest unoccupied orbital energy in hartree: -0.1211
Calculated total energy in eV: -16115.434
Total charge: +1

# 5
Density functional theory data (ωB97M-V/def2-TZVPD) for C5H20O5 as an isolated structure.

CARTESIAN COORDINATES (ANGSTROEM)
H  -0.82496  2.49674  0.53266
C  -2.08666  -0.26731  1.89839
O  0.32024  -2.32425  0.36663
H  -0.68255  4.30635  0.19347
H  -1.31208  -0.32778  1.13387
H  -1.54600  0.17407  2.73563
H  1.33369  -1.74019  -1.54406
H  1.85400  -3.08400  1.67698
H  0.00477  1.39510  -1.11126
H  -2.85617  0.40935  1.52677
C  2.21151  -1.21797  -1.92459
H  -3.07268  2.81392  -0.10134
H  0.28186  -1.63378  -0.29924
H  -1.02908  0.12787  -1.55233
H  -1.16232  0.80960  0.05365
H  1.66923  -1.27746  1.44240
O  -2.59153  -1.59446  2.17245
O  0.57445  -0.37317  -0.21158
C  -1.18063  3.36211  -0.02659
H  -1.85459  -2.20504  2.09679
C  1.66147  -2.26586  0.98295
O  2.19117  0.16102  -1.54073
H  2.35097  -1.29130  -3.00315
H  2.46544  -2.28917  0.24730
O  -2.52383  3.48870  0.30489
H  -1.10585  3.27969  -1.11089
H  3.07398  -1.73210  -1.50040
H  1.35513  -0.29277  -0.76448
C  -0.44746  0.49046  -0.70478
H  2.92849  0.60166  -1.96942

Energy relative to the best compared isomer or geometry (same formula, charge and spin) in eV: 6.006
Kohn-Sham gap in eV: 9.0
HOMO in eV: -8.92
Lowest unoccupied orbital energy in hartree: 0.0029
Calculated total energy in eV: -15740.318
Total charge: 0

# 6
Density functional theory data (ωB97M-V/def2-TZVPD) for a 5-piece molecular cluster, C5H20O5 overall.

CARTESIAN COORDINATES (ANGSTROEM)
H  -1.38160  -5.59930  4.89957
H  -2.70698  -4.52449  4.43848
H  -1.14380  3.62275  2.17422
H  3.40590  -1.19140  -0.81922
H  -2.32815  3.72443  3.48859
H  3.30770  1.21337  0.70668
C  3.79930  -0.31190  -0.30949
H  -0.59737  -0.25132  0.21154
H  3.19830  1.07009  -5.74452
O  -3.16089  3.36643  1.69007
O  2.82874  0.66760  0.07871
H  1.62788  0.47903  -5.21320
C  -2.15982  3.92323  2.43017
H  -1.11765  -3.30029  3.08308
H  -2.85024  -1.66515  -0.76461
H  -1.27016  -1.43028  -1.55933
H  -3.10259  2.42824  1.88501
H  -1.39734  -3.91352  5.45546
H  4.47227  0.13992  -1.03824
H  2.09142  2.16881  -4.86954
O  1.59185  1.60995  -6.89445
C  -1.63387  -4.57571  4.62260
C  2.15725  1.35397  -5.59050
H  -2.49235  -0.07852  -1.36441
H  -2.18109  5.01244  2.39483
O  -1.43775  -0.70262  0.31971
H  4.40741  -0.46528  0.58201
O  -0.82408  -4.10792  3.51104
H  0.92847  2.30351  -6.87268
C  -2.03079  -0.96607  -0.93159

Energy relative to the best compared isomer or geometry (same formula, charge and spin) in eV: 2.661
Kohn-Sham gap in eV: 10.6
HOMO in eV: -10.25
Lowest unoccupied orbital energy in hartree: 0.0139
Calculated total energy in eV: -15743.663
Total charge: 0